[1]
17
Properties=species:S:1:pos:R:3:forces:R:3 method="wB97M-V/def2-TZVPD" total_energy_ev=-13613.592 e_lumo_ha="0.017 / 0.025" e_above_lowest_kcal_mol=74.9 max_force_ha_per_bohr=0.037 molar_mass_g_mol=133.12
F -0.52381 -1.95675 -1.10259 0.731 0.518 -0.252
O -1.85805 2.02525 -0.27649 -0.483 0.298 -0.006
O 1.27719 -0.69322 -1.79001 -0.014 -0.217 -0.581
N -0.39980 0.52957 0.60225 0.039 -0.358 0.415
C -1.22331 0.25297 1.75361 -0.252 0.096 0.045
C 0.91870 -0.09580 0.58150 -0.013 -0.187 -0.495
C 0.42074 -1.60073 -2.01783 -1.157 -1.173 -0.059
C 1.61261 -0.01625 -0.73545 0.608 0.951 1.541
C -0.80561 1.43093 -0.30491 0.423 0.125 -0.517
H 2.44489 0.64430 -0.90145 0.030 -0.041 -0.137
H 0.77348 -1.14778 0.86073 0.045 0.103 0.111
H -0.06031 1.58002 -1.11075 -0.161 -0.008 0.093
H -2.21952 0.63809 1.53949 0.056 -0.037 0.153
H 1.54859 0.37861 1.34326 0.089 -0.131 -0.134
H -1.27810 -0.82189 1.93557 0.039 0.005 -0.036
H -0.82939 0.74583 2.64940 -0.044 -0.047 -0.031
H 0.20170 -1.89316 -3.02633 0.064 0.103 -0.111

[2]
9
Properties=species:S:1:pos:R:3:forces:R:3 method="wB97M-V/def2-TZVPD" total_energy_ev=-36923.198 e_lumo_ha="-0.042 / -0.001" e_above_lowest_kcal_mol=78.5 max_force_ha_per_bohr=0.062 molar_mass_g_mol=131.93
Cl 2.95698 1.13484 0.53707 0.057 0.165 0.151
Cl 1.57565 -1.61982 0.15614 0.413 -1.093 0.376
P 2.20006 -0.05966 -0.91346 -0.023 0.707 -0.716
N -0.87426 0.82926 -0.62280 0.545 0.932 -2.985
C -1.17479 -0.04493 0.43577 2.813 0.673 0.361
H -0.25213 -0.73410 0.52740 -2.021 0.318 -0.067
H -1.12964 0.50073 1.40644 -0.698 -0.337 -0.629
H -2.04538 -0.46615 0.07059 -2.047 -1.928 0.884
H -1.25649 0.45984 -1.59716 0.961 0.563 2.625

[3]
42
Properties=species:S:1:pos:R:3:forces:R:3 method="wB97M-V/def2-TZVPD" total_energy_ev=-29119.676 e_lumo_ha=-0.024 e_above_lowest_kcal_mol=45.6 max_force_ha_per_bohr=0.079 molar_mass_g_mol=252.21
O -1.94743 -1.38121 -4.01073 0.193 -0.855 -0.033
O -0.53743 -0.62942 -0.26502 -0.057 0.174 0.198
O 1.08466 0.25585 1.74659 -1.009 1.511 0.953
O -2.42209 1.54192 0.99941 0.254 2.901 1.622
O -0.97803 2.62862 -2.92596 0.780 -0.541 0.540
O 1.92994 -2.16554 -1.72663 -0.335 -0.101 -0.375
O -1.48883 -1.35182 2.73056 -0.784 0.521 -0.122
O 3.04719 0.13886 -0.45236 0.214 0.728 -0.139
O 0.23692 -0.27651 -2.84233 -1.971 1.937 -0.985
O 0.82872 -2.57179 1.03627 0.561 -0.553 0.827
O 0.99465 -1.03006 4.02575 -0.080 -0.094 0.708
O 0.90299 1.80926 -0.97974 1.326 0.063 -0.934
O -3.30040 -1.14226 0.58270 -0.024 -0.271 -0.501
O -0.23603 3.11764 1.33441 2.223 0.966 1.048
H 0.97762 1.18188 2.04854 -0.009 -0.596 -0.370
H -0.45710 2.05590 -2.30921 -0.921 0.593 -0.673
H -0.94076 2.48314 1.30578 -1.441 -1.013 -0.112
H 2.40297 -2.57498 -2.46549 0.115 0.337 0.423
H -1.41522 -0.88285 3.54849 -1.070 0.820 0.974
H -3.53904 -1.97398 0.18978 -1.629 -0.861 0.171
H 0.97496 0.25185 -3.06289 0.968 1.309 -0.802
H 2.44596 0.86289 -0.73229 -0.253 -0.423 0.143
H -2.44795 -1.22243 0.15907 1.575 1.046 0.075
H 3.92476 0.53972 -0.54443 -0.065 -0.395 0.157
H 2.45563 -1.45929 -1.32084 0.410 -0.245 -0.170
H -2.60972 1.62219 1.95797 -0.242 -0.190 -0.848
H 1.42506 2.43587 -1.51228 -0.451 -0.017 0.079
H 0.88005 -0.46320 3.24644 0.189 -0.187 0.157
H -0.22245 -0.17589 0.55806 -0.107 -0.228 -1.195
H 0.65933 -0.96991 -2.42585 1.543 -3.505 1.379
H -1.27866 -0.78680 -3.65127 -0.084 0.232 -0.063
H 0.62447 2.33400 -0.23101 -0.528 0.582 1.007
H -1.49075 -2.24078 -3.95530 -0.477 0.451 -0.122
H 0.43790 -1.93690 0.43233 -0.255 0.163 -0.459
H -0.60806 -1.67045 2.79906 1.673 -1.500 -0.957
H 1.83072 0.29622 1.16952 1.290 -0.271 -0.849
H 1.70214 -2.23072 1.26790 -0.258 -0.188 -0.081
H -1.76539 2.85939 -2.42739 -0.132 -0.023 0.028
H 0.11871 3.16210 2.25548 -0.672 0.086 -1.152
H -2.40435 0.63021 0.85419 -0.201 -2.660 -0.542
H 0.33011 -0.78829 4.68434 0.347 -0.007 -0.122
H -0.12576 -0.28243 -1.09162 -0.604 0.304 1.115

[4]
13
Properties=species:S:1:pos:R:3:forces:R:3 method="wB97M-V/def2-TZVPD" total_energy_ev=-19173.641 e_lumo_ha=0.026 e_above_lowest_kcal_mol=38.4 smiles="C=COC(=S)OC" max_force_ha_per_bohr=0.080 molar_mass_g_mol=118.16
S -1.42448 -0.66269 -1.30217 0.640 0.317 0.877
O 1.10325 -0.33567 -0.49002 -1.434 -0.290 0.087
O -0.47812 0.54909 0.83312 -0.407 -0.380 -0.073
C 1.41728 -1.26938 -1.52067 1.460 -1.918 0.138
C -0.21781 -0.16027 -0.28713 0.084 0.543 -0.022
C 0.50408 1.12265 1.64707 2.315 -0.186 -3.367
C 0.22071 1.70582 2.76782 -1.142 1.220 3.234
H -0.80987 1.70721 3.20339 0.862 -0.261 -0.734
H 1.48425 1.18329 1.06601 -1.234 -0.154 1.455
H 1.28394 -0.88468 -2.53080 -0.196 0.224 0.216
H 0.92430 2.24455 3.47128 -0.451 -0.866 -1.514
H 2.50406 -1.49138 -1.34092 -0.977 0.272 -0.323
H 0.85841 -2.25627 -1.42171 0.479 1.479 0.028

[5]
9
Properties=species:S:1:pos:R:3:forces:R:3 method="wB97M-V/def2-TZVPD" spin_multiplicity=3 total_energy_ev=-10763.003 e_lumo_ha="-0.206 / -0.398" total_charge=+1 e_above_lowest_kcal_mol=8.7 s_squared=2.024 max_force_ha_per_bohr=0.072 molar_mass_g_mol=100.05
O 3.64056 0.28914 0.06064 3.517 0.759 -0.770
O 1.46494 -0.31408 0.31351 -0.452 -1.313 0.025
O -3.10425 -1.64648 0.24112 -1.255 -0.684 0.967
N -1.38487 -0.20788 -0.32972 -0.474 0.844 1.436
C -2.22421 -0.91319 0.20418 -0.239 -1.542 -1.477
C -0.46896 0.68625 -0.17567 -0.184 0.340 -1.361
C 2.57961 -0.06342 0.11767 -1.843 -0.111 1.165
H -0.60605 1.37001 0.62836 0.037 0.926 0.571
H 0.10323 0.79965 -1.06008 0.894 0.781 -0.556

[6]
49
Properties=species:S:1:pos:R:3:forces:R:3 method="wB97M-V/def2-TZVPD" total_energy_ev=-43557.566 e_lumo_ha=-0.038 e_above_lowest_kcal_mol=248.4 smiles="C#CCc1cc(OC[C@@H](C)O)c(CCC(=O)Nc2ccccc2)c2nsnc12" max_force_ha_per_bohr=0.074 molar_mass_g_mol=395.48
S 2.35319 -4.16207 -1.19955 0.248 2.907 0.578
O -3.06658 0.27074 2.40451 1.269 -1.691 -0.914
O -0.83797 3.71346 0.38823 0.500 -0.164 0.897
O 1.56887 1.71562 1.14045 0.894 -1.073 -1.837
N 1.36718 -3.16726 -0.29391 1.960 1.797 -0.383
N -2.94269 -1.99986 1.68107 -0.639 1.156 -1.099
N 3.58179 -3.10002 -1.62738 -1.804 1.982 1.832
C 3.41054 0.62347 -0.31269 -0.080 -2.986 -0.809
C -4.02732 -1.99430 0.65452 -2.196 -0.098 -1.607
C 1.94978 -1.89658 -0.21935 0.323 -1.325 -0.640
C 5.38425 -0.40518 -1.79217 0.576 -0.022 1.419
C -5.35775 -1.43460 1.10411 0.145 -0.968 -2.922
C -3.79732 -2.49976 -0.75063 -3.051 1.455 1.226
C 1.37992 2.71122 0.09918 -0.453 1.544 -0.467
C 2.07492 0.56330 0.48811 0.141 -3.261 -0.662
C 0.55921 3.99785 0.59149 1.020 -0.380 -1.438
C 1.33751 -0.71738 0.56231 2.027 1.310 -0.920
C -6.25774 -1.82175 -1.26708 1.499 -0.347 0.737
C -4.95122 -2.41122 -1.73409 0.350 1.020 3.624
C -6.50395 -1.34330 0.13100 3.425 -1.170 -0.462
C 3.26177 -1.88498 -1.03325 -1.146 0.682 1.118
C -1.26756 -0.23257 0.76773 -0.940 -0.222 0.699
C -2.50485 -0.57855 1.72403 -0.028 0.857 -0.014
C 6.49735 -0.83772 -0.75305 -0.196 -0.064 -0.084
C 0.00679 -0.97712 1.35375 0.062 -0.293 -0.114
C 0.91770 5.20051 -0.41745 -0.955 -0.668 0.999
C 3.99187 -0.54851 -1.02613 -1.241 1.475 0.726
C 7.26679 -1.18638 0.13796 -1.734 0.168 0.118
H -3.38838 -2.26252 2.56775 0.242 0.479 -0.300
H -7.47767 -0.89828 0.48519 1.226 -0.673 -0.718
H 5.57146 0.67099 -2.12169 -0.321 -1.391 0.649
H 0.37224 6.10810 0.00801 0.796 -1.059 -0.927
H 2.35704 3.11596 -0.33216 -1.022 -0.924 0.704
H -5.46234 -1.08806 2.17815 0.144 -0.426 -1.583
H 0.81953 4.32032 1.64538 -0.366 -0.649 -1.010
H -0.18440 -2.09784 1.31581 0.186 1.445 -0.053
H -7.07747 -1.75339 -2.04755 1.050 -0.063 1.233
H 7.60612 -1.52418 1.15676 -0.132 0.602 -1.991
H 0.48339 4.89190 -1.42062 0.663 0.658 1.120
H 2.03189 5.39263 -0.46875 -1.358 -0.229 0.062
H -1.18836 0.90279 0.79861 0.091 -1.622 -0.148
H -2.78992 -2.91483 -1.02307 -1.246 0.465 0.290
H -1.05235 2.88699 0.87052 0.145 0.819 -0.259
H 5.42112 -1.03219 -2.72947 -0.080 0.440 1.234
H 0.77058 2.21497 -0.72928 0.804 0.846 0.873
H -4.76675 -2.80083 -2.77273 -0.553 0.615 1.246
H 0.07850 -0.72493 2.46372 0.260 -0.065 -1.485
H 4.01778 1.57951 -0.36663 -1.000 -1.320 0.219
H -1.53648 -0.58417 -0.27970 0.495 0.430 1.244